Record 1
{
  "formula": "C50H39N6O5PPbS3",
  "method": "ωB97M-V with the def2-TZVPD basis set",
  "elements": ["C", "C", "H", "C", "H", "C", "C", "N", "H", "H", "H", "H", "H", "C", "C", "H", "C", "H", "C", "N", "C", "H", "C", "H", "C", "C", "H", "C", "H", "S", "H", "H", "O", "H", "N", "C", "H", "C", "C", "C", "H", "C", "S", "H", "C", "H", "H", "H", "C", "H", "S", "C", "H", "H", "H", "H", "H", "C", "C", "C", "H", "C", "C", "C", "C", "H", "P", "H", "C", "C", "C", "N", "C", "C", "C", "C", "H", "C", "C", "C", "C", "O", "Pb", "C", "C", "C", "C", "C", "H", "O", "C", "H", "H", "C", "O", "C", "C", "N", "N", "H", "H", "H", "H", "C", "O"],
  "xyz": [[-1.5380, -3.0947, 4.3431], [-1.8841, 5.5242, -4.1122], [-2.7917, 0.2340, 2.0469], [-5.1096, -1.5158, -1.5084], [-0.8291, -2.8641, 5.1284], [-0.8997, 5.1268, -5.0186], [-3.8830, -1.5461, -0.8581], [-2.8951, 6.3854, -4.5040], [-4.0525, -3.7738, 1.4982], [-3.2892, -4.8763, -0.9464], [-2.2485, 3.4173, 4.8638], [-2.0931, -1.8972, -3.1579], [7.1467, -0.4357, 0.2527], [5.7730, 0.6870, -0.9652], [2.0424, 3.9114, 3.3383], [2.3295, 0.5512, 3.8011], [-3.5831, -0.1181, 4.0239], [-3.4154, 2.0863, 6.5949], [0.0184, 2.7724, 2.7729], [-0.7468, -0.3804, -2.5234], [-5.6740, -2.6976, -1.9670], [3.6455, 2.6626, 4.0127], [0.1253, 4.2877, -4.6176], [2.7551, -1.6239, 1.6563], [3.3359, 0.3598, -0.7550], [-2.9351, 0.6268, 3.0466], [4.6781, 1.9612, -2.3312], [-2.7421, -3.7242, 4.6170], [-5.6156, -0.5719, -1.6673], [-0.1419, 0.6213, -4.8077], [-0.0677, -4.6635, 1.7017], [-1.6690, -1.1284, -5.6499], [0.3906, -2.0039, 1.5174], [1.1691, -6.6381, 0.9443], [0.6287, 1.4398, -2.2461], [-3.7921, -3.9286, -1.1034], [9.1467, 0.5523, -0.7589], [-3.3315, -3.5914, 2.2836], [0.0905, -5.5106, -2.0541], [7.0343, 0.3002, -0.5293], [-3.9438, -1.1100, 3.7868], [-0.6161, -4.3964, -1.6229], [1.4264, 2.7295, -2.7741], [-3.0778, 6.4589, -5.4890], [0.5844, 1.5473, 3.1039], [6.6805, 2.9226, -3.3299], [-0.9467, 5.4764, -6.0438], [-5.4485, -4.8269, -2.1244], [-2.1054, -2.9951, 1.9869], [1.2789, -7.1990, -1.4655], [-1.6344, 2.8448, 2.1074], [0.6656, -6.0131, 0.2174], [0.0193, 0.6223, 3.0553], [3.0643, 1.0272, -1.5593], [-4.5921, -4.4372, 3.7935], [0.8905, 3.9685, -5.3134], [-0.7348, 3.8874, -1.3619], [0.7302, -6.3267, -1.1332], [5.6476, 1.6346, -1.9769], [-2.4613, 1.8845, 3.3675], [-6.6252, -2.6818, -2.4842], [-1.2147, -2.7367, 3.0424], [9.2264, 2.3794, -2.7030], [-3.2099, -2.7495, -0.6382], [-1.8134, 5.0746, -2.7871], [-3.4328, -0.6134, -0.5270], [-1.6042, -2.5700, 0.2612], [2.6135, 4.8268, 3.4252], [8.1655, 0.8545, -1.0987], [-3.7562, 0.4082, 5.2948], [3.2324, -1.0111, 0.9103], [4.6127, 0.1197, -0.3732], [0.0938, -2.0254, 2.7649], [8.0463, 1.8009, -2.1108], [-1.2383, -0.7190, -4.7504], [-3.2828, 1.6810, 5.5998], [5.4159, -1.1327, 1.2107], [-5.0115, -3.9028, -1.7655], [2.6212, 2.6921, 3.6623], [-2.6336, 2.4296, 4.6329], [-0.7891, 4.2449, -2.3843], [2.0802, 3.2723, -1.6108], [-0.0857, -0.0038, -0.1167], [6.7805, 2.1851, -2.5449], [-1.4271, -1.1083, -3.4771], [-3.6412, -3.9609, 3.5864], [-0.0455, 0.6111, -3.0655], [-0.6999, -4.0797, -0.2676], [-2.5724, 5.3863, -2.0777], [0.7279, -1.4985, 3.6776], [0.1855, 3.8556, -3.3017], [-2.9861, -4.0201, 5.6299], [0.2733, 4.8974, 2.5981], [0.7299, 3.9568, 2.8826], [2.2472, 2.4117, -3.9224], [-0.0374, -4.8961, 0.6460], [1.8952, 1.5097, 3.5446], [2.4823, -0.2976, -0.0095], [10.1698, 2.8376, -3.1736], [-4.2616, -0.1753, 6.0543], [-1.1014, -3.7680, -2.3572], [-3.7162, 6.4206, -3.9258], [0.1410, -5.7370, -3.1121], [4.5477, -0.7667, 0.6960], [-1.6114, 1.9755, 0.8787]],
  "lumo_energy_ev": 0.17,
  "e_above_lowest_ev": 0.000,
  "homo_energy_ev": -7.878,
  "spin_multiplicity": 1,
  "orbital_gap_ev": 8.05
}



Record 2
{
  "formula": "C50H40Cl3KN6S5Si",
  "method": "ωB97M-V with the def2-TZVPD basis set",
  "elements": ["C", "H", "C", "Cl", "H", "C", "N", "C", "Si", "H", "H", "C", "C", "C", "Cl", "H", "C", "C", "Cl", "H", "C", "C", "H", "C", "S", "H", "C", "C", "K", "H", "H", "C", "C", "N", "C", "H", "S", "H", "H", "H", "H", "C", "H", "H", "C", "H", "S", "H", "C", "C", "C", "N", "C", "C", "C", "C", "H", "H", "H", "C", "C", "C", "H", "C", "C", "C", "H", "S", "H", "C", "H", "H", "H", "H", "C", "C", "C", "N", "N", "C", "C", "C", "H", "H", "C", "H", "H", "H", "C", "C", "C", "H", "C", "N", "C", "C", "H", "C", "C", "H", "H", "S", "C", "H", "C", "H"],
  "xyz": [[3.3384, 2.5804, 6.3710], [-4.0075, 6.1526, 0.4420], [-2.8768, -2.5117, 4.7294], [-0.7516, -5.0434, -0.1590], [-3.4065, -0.5263, 7.4182], [-0.5056, 4.4225, 4.4444], [0.6573, 3.1658, 2.2690], [-5.6976, -2.6715, 0.8256], [0.4751, -3.3225, -0.7078], [-5.4942, 4.5181, 1.5481], [3.5697, -2.2798, 0.0358], [3.9937, -1.2946, 0.1534], [2.0313, 7.0534, -0.5642], [-3.3171, -2.3360, 0.5792], [2.3564, -4.3991, -1.0638], [-4.1844, -4.0983, 1.3874], [3.6575, 2.2015, 0.3467], [4.1136, 0.8822, 0.3212], [0.9398, -2.6417, 1.3962], [-3.2033, -3.4469, 4.3001], [3.0584, 3.4877, 3.7540], [-3.6123, 5.2098, 0.7917], [-3.5671, 5.4803, 5.3591], [-4.3764, -3.1199, 0.9744], [0.3292, 3.0100, 3.7511], [-4.1423, -2.6695, 6.4443], [-1.5297, -0.5401, 4.6229], [-2.0448, -0.0887, 5.8270], [0.3151, -0.2527, 0.0767], [-1.7202, 0.8549, 6.2385], [0.1282, 7.6281, 5.2772], [0.2232, 5.5882, 4.6418], [1.9580, 3.0678, 4.4866], [3.2928, -0.2172, 0.1325], [-2.9886, -0.8649, 6.4813], [-1.6336, 5.6401, 0.1047], [-0.0687, 3.2294, 0.7473], [3.4539, 2.2111, 7.3791], [2.6022, 5.8971, -2.2700], [6.6345, 3.7184, 0.9134], [-2.2978, 7.5632, 5.7158], [5.4662, 0.5936, 0.5013], [2.5551, 7.9386, -0.8961], [4.7282, -1.3379, 5.2914], [1.3764, 4.7700, -0.9203], [1.3746, 3.8569, -1.4981], [5.7010, -1.1174, 0.3873], [0.1072, 5.9460, 1.9892], [-5.9784, -1.4442, 0.2662], [3.7370, -1.0286, 4.9874], [-1.7657, 3.7150, 1.0668], [-0.5550, 0.3305, 2.1790], [-4.9058, -0.6534, -0.1448], [1.2102, -0.2579, 4.2138], [6.3918, 1.6123, 0.7231], [4.5724, 3.2068, 0.5612], [1.2138, 2.2666, 6.3321], [0.5341, -1.0665, 6.0857], [4.2390, 4.2357, 0.5736], [1.3810, -0.8741, 5.4405], [-1.7919, 6.6790, 5.3569], [3.5540, -0.4144, 3.7591], [2.8004, -1.7670, 6.7680], [-2.5975, 2.7724, 1.6544], [0.6979, 4.7949, 0.2832], [1.3263, 7.0714, 0.6370], [-2.2021, 1.7981, 1.9062], [-4.9061, 0.9134, -0.8799], [-2.3997, 3.4405, 4.5628], [0.6629, 5.9380, 1.0655], [-2.6036, 1.6942, -1.2488], [1.2984, 7.9713, 1.2328], [-6.9986, -1.1124, 0.1479], [4.3949, -0.2384, 3.1035], [2.2801, -0.0371, 3.3584], [4.4493, 2.9907, 5.6489], [-3.5883, -1.0885, 0.0157], [0.1629, 2.1513, -0.1892], [-0.4821, 1.8451, 4.3729], [-2.2698, 4.9202, 0.6039], [2.0563, 5.9096, -1.3388], [-3.9389, 3.0709, 1.8296], [5.4292, 2.9427, 6.1012], [2.6026, 2.3927, 0.1903], [-2.5065, 5.5088, 5.1604], [-6.5123, -3.3032, 1.1480], [-4.5915, 2.3306, 2.2712], [-2.2994, -2.6819, 0.6773], [-4.4464, 4.2917, 1.4122], [2.0811, 2.6177, 5.7935], [-1.9355, -1.7441, 4.0610], [2.1126, 0.4206, 2.3970], [-0.4279, 6.7186, 5.1066], [-2.6186, -0.1946, -0.4104], [5.9320, 2.9132, 0.7521], [-1.8650, 4.3629, 4.7113], [1.2868, 5.6112, 4.4491], [2.6540, -1.2657, 5.8205], [4.3116, 3.4452, 4.3476], [2.9366, 3.7998, 2.7305], [5.1785, 3.7421, 3.7764], [-0.3626, 0.3446, 3.6093], [-3.1738, 0.8593, -0.8830], [7.4399, 1.3926, 0.8630], [-3.4022, -2.0712, 5.9328], [-1.5237, -2.0614, 3.1140]],
  "lumo_energy_ev": -0.17,
  "e_above_lowest_ev": 0.000,
  "homo_energy_ev": -6.910,
  "spin_multiplicity": 1,
  "orbital_gap_ev": 6.74
}



Record 3
{
  "formula": "C50H40MoP4S4",
  "method": "ωB97M-V with the def2-TZVPD basis set",
  "elements": ["C", "C", "C", "H", "C", "C", "S", "C", "H", "H", "H", "C", "C", "C", "H", "C", "C", "H", "C", "H", "H", "H", "C", "C", "C", "C", "H", "C", "C", "C", "H", "H", "H", "C", "H", "H", "C", "P", "C", "H", "P", "C", "C", "H", "H", "C", "C", "P", "C", "C", "C", "Mo", "S", "H", "H", "C", "H", "C", "S", "H", "C", "C", "P", "H", "C", "H", "C", "H", "C", "S", "C", "H", "C", "H", "H", "C", "C", "C", "C", "H", "H", "C", "C", "H", "H", "H", "H", "H", "H", "C", "C", "H", "H", "C", "H", "H", "C", "C", "C"],
  "xyz": [[2.2458, -1.4403, 2.9354], [1.8142, -4.6415, 0.6943], [1.1024, 2.7633, 4.2106], [2.4341, 1.6777, 2.9354], [-4.1156, 4.5376, -3.2299], [2.1344, -1.5092, 4.3268], [-0.7841, -3.2153, -0.8433], [-0.1146, 4.9382, 1.7658], [-3.7187, -6.6417, 2.5131], [1.7279, 6.0077, 2.0074], [-5.1481, 2.6788, -3.5311], [-0.9154, 2.6886, -4.8065], [-3.7298, -3.4456, 3.6439], [-2.6495, 2.8230, -6.4630], [-2.8979, 6.2418, -2.7640], [-4.1127, -4.7688, 3.4879], [-3.3644, 2.4236, -2.3777], [-1.7719, -5.7906, 1.2692], [1.8813, 4.5148, 0.4792], [1.8470, 3.4998, 4.4805], [-0.6299, 5.4972, 2.5349], [3.7791, -6.5445, 2.6807], [4.3146, -2.6558, 3.0272], [-2.9874, 1.4981, -6.2354], [3.5408, -0.7788, -4.0352], [-4.2880, 3.1648, -3.0912], [-4.9627, -5.1504, 4.0373], [2.3030, -0.5560, -3.4654], [1.3152, 0.1253, -4.1769], [-0.1479, 0.9228, -1.7954], [-3.7865, 1.0363, -6.7988], [1.7227, -4.3212, -0.3357], [-0.0945, 3.1485, -4.2664], [1.2213, 3.5182, -0.2244], [0.8157, 1.0711, -6.0494], [-3.5020, 1.3545, -2.2568], [2.0264, -5.4984, 3.3342], [-0.5180, -3.2166, 1.1777], [3.3343, -2.0174, 2.2862], [-4.2786, -2.7977, 4.3132], [-0.3006, 0.3788, -3.4276], [1.4294, 1.7408, 3.3390], [-1.9382, -3.7970, 2.0837], [2.1068, -5.8408, 4.3569], [4.3044, -1.3074, -3.4811], [0.9712, -4.6855, 2.9613], [-3.4130, -5.6115, 2.6309], [0.9824, -0.5976, 1.9969], [-1.6167, 3.4204, -5.7468], [0.8654, -4.2509, 1.6390], [1.5757, 0.5621, -5.4732], [-0.4584, -0.7789, -0.6155], [-1.9915, 0.7120, 0.3341], [-1.8183, 3.7334, 1.2894], [-2.5637, -0.2722, -5.1038], [-3.0199, 5.1720, -2.6619], [4.9741, -3.2186, 4.9855], [3.8031, -0.3279, -5.3256], [1.6182, 0.0725, 0.1482], [-2.3408, -1.9213, 3.0484], [-2.2591, 3.0586, -1.8107], [-1.2602, 1.3567, -4.5721], [-1.0535, 2.0870, -0.9255], [2.9129, 4.7439, 0.2487], [-0.1786, 2.8357, 4.7474], [-1.3553, 4.4537, -5.9317], [-2.3221, -5.1309, 1.9308], [3.5882, -5.7857, 0.3390], [-1.1382, 1.8954, 4.4053], [-1.1487, -1.4124, -2.9618], [-0.7774, 3.9449, 1.0686], [1.7272, 2.9772, -1.0143], [3.1121, -2.1598, 5.0589], [3.0216, 0.6765, -7.0490], [-1.2365, 4.9322, -1.5005], [1.2140, 5.2232, 1.4674], [4.2024, -2.7259, 4.4088], [-2.6414, -2.9548, 2.9380], [-0.3030, -1.4977, 1.2888], [2.1081, -0.9247, -2.4650], [1.3017, -1.0408, 4.8372], [2.9669, -5.8914, 2.3899], [2.8623, -5.4646, 1.0735], [-4.8474, 5.1169, -3.7772], [-0.4261, 3.6294, 5.4400], [3.4215, -1.9575, 1.2078], [-1.5618, 0.1316, 3.2591], [4.7731, -0.5029, -5.7709], [0.2214, -4.4067, 3.6929], [-0.1083, 3.2334, 0.0700], [-0.8169, 0.8679, 3.5296], [5.1687, -3.0938, 2.5291], [-2.1335, 1.9564, 4.8245], [-2.0850, 4.4351, -1.9541], [-3.1887, 3.3952, -7.2062], [3.0350, -2.2107, 6.1363], [2.8225, 0.3360, -6.0423], [-2.2961, 0.7618, -5.2842], [0.4665, 0.7877, 3.0017]],
  "lumo_energy_ev": [-6.73, -6.73],
  "homo_energy_ev": [-12.926, -12.926],
  "spin_multiplicity": 1,
  "orbital_gap_ev": [6.19, 6.19],
  "total_charge": 2
}



Record 4
{
  "formula": "C50H41Br2N9PtS3",
  "method": "ωB97M-V with the def2-TZVPD basis set",
  "elements": ["C", "C", "C", "H", "H", "C", "C", "C", "C", "H", "H", "C", "C", "H", "C", "C", "C", "S", "H", "C", "C", "C", "C", "H", "H", "C", "H", "C", "H", "H", "C", "Br", "H", "H", "S", "C", "C", "H", "N", "N", "N", "C", "Pt", "H", "C", "H", "C", "C", "C", "C", "C", "H", "H", "C", "H", "N", "C", "C", "C", "H", "C", "H", "H", "C", "H", "H", "C", "C", "N", "H", "C", "C", "Br", "C", "H", "C", "C", "H", "C", "C", "H", "H", "N", "N", "H", "C", "C", "H", "H", "N", "S", "C", "H", "C", "H", "H", "C", "C", "H", "H", "H", "H", "H", "N", "C", "H"],
  "xyz": [[0.7384, 0.9260, 5.2255], [-0.6957, 3.6348, -0.2431], [-6.0850, -0.8326, -2.8301], [1.7471, -0.0387, 6.8489], [1.5808, 4.2582, -1.3328], [1.6005, -5.6256, 0.7841], [-4.8876, -1.3278, -2.3585], [-2.7309, -5.0086, 0.0832], [-4.8598, 0.9771, -3.7946], [-0.0595, 1.7596, 3.3965], [-2.0508, 7.2154, 0.0205], [2.5926, -0.3644, 3.5935], [0.8867, -4.4407, 0.7355], [0.0227, 1.4265, 5.8640], [-3.7011, 0.4122, -3.2932], [-3.6726, -2.4983, 0.2820], [0.1531, 1.4559, -4.5363], [0.5740, -1.7881, 0.3117], [4.8912, 4.1880, 2.0157], [1.6155, 0.4694, 3.0618], [3.1126, 3.3477, -2.5232], [-4.1175, -3.5224, 1.0924], [-2.1050, 2.1522, -4.1511], [-4.8697, -3.3299, 1.8474], [-2.5222, -1.3710, 4.9930], [-0.8108, 2.4443, -4.5586], [-0.1572, 6.5086, 1.4383], [1.7069, 0.1007, 5.7767], [-3.0941, 5.6211, -1.5468], [1.0849, -6.5536, 0.9919], [-2.2678, -0.7534, 2.9558], [-0.3850, 4.1760, -5.1350], [3.5295, -6.5462, 0.6076], [-1.7452, -0.3007, 0.9106], [1.6378, 0.6955, 1.3050], [-0.1071, 4.5187, 0.6528], [2.6329, -0.5456, 4.9639], [4.4987, 2.1862, -3.6752], [-0.1257, -1.8360, -0.9755], [-1.4022, -0.0386, -3.5190], [-1.1482, 1.0162, -0.9425], [5.6888, 2.6299, 0.7698], [-1.9117, -1.2798, -1.7643], [-1.4753, -4.1498, -1.4881], [-1.6700, 6.2057, -0.0547], [3.3082, -0.8580, 2.9464], [-2.2458, -3.9808, -0.7504], [2.9341, -3.2287, 0.2938], [-1.7703, 4.0146, -1.0329], [-0.6021, 5.8102, 0.7423], [-2.3568, 0.8900, -3.6533], [3.3889, -1.1840, 5.4004], [4.7057, -4.4230, 0.1616], [-0.4184, -1.7327, 1.8023], [6.2250, 0.9395, -0.4369], [1.7441, -0.6638, 0.5572], [3.6368, -4.4259, 0.3257], [3.6095, 2.1663, -3.0586], [-6.0723, 0.3577, -3.5417], [3.6093, 4.2871, -2.7258], [3.2409, 1.4134, 1.0443], [-2.2208, 3.2827, -1.6952], [0.8355, -3.0571, 2.9527], [0.6848, 1.1216, 3.8519], [4.0083, -0.1561, -0.1910], [-4.0406, -1.4877, 0.3606], [-1.9272, -1.4688, 4.0941], [5.4503, 1.4115, 0.1522], [-2.2398, -6.2667, -0.0059], [-0.5401, -2.8449, 4.9865], [3.4641, 2.6335, 1.6725], [4.2171, 0.7889, 0.2883], [-7.6605, 1.0957, -4.1916], [-2.2558, 5.3103, -0.9379], [2.6888, 3.0910, 2.2752], [1.8252, 0.9369, -2.0190], [4.6980, 3.2417, 1.5294], [-0.1825, -4.4399, 0.9036], [2.9748, -5.6184, 0.5736], [-0.0429, -2.4263, 2.9497], [-2.7037, -6.9854, 0.5244], [-4.8673, -2.2568, -1.8114], [-3.6566, -4.7638, 1.0076], [-3.7167, -0.7091, -2.5523], [-1.6689, -6.5432, -0.7843], [1.5651, -3.2505, 0.5000], [1.3364, 2.1227, -1.4899], [-4.8144, 1.8656, -4.4060], [0.5295, -0.5741, -3.9397], [-2.7245, -2.7504, -0.6389], [-0.1449, 1.9554, -0.4829], [-0.8137, -2.2993, 4.0933], [-3.1196, -0.0847, 2.9701], [1.9713, 3.3333, -1.7325], [6.6546, 3.1058, 0.6645], [0.7174, 4.1977, 1.2733], [-1.5161, -0.8816, 1.7958], [2.9670, 0.9623, -2.8049], [3.3555, 0.0403, -3.2208], [-2.8800, 2.9025, -4.2040], [1.1595, 1.6379, -4.8847], [3.4419, -2.2929, 0.1149], [-7.0031, -1.3724, -2.6516], [0.5091, 1.6991, 1.0415], [-0.1934, 0.2287, -3.9980], [1.3057, 0.0089, -1.8127]],
  "lumo_energy_ev": -5.10,
  "e_above_lowest_ev": 1.131,
  "homo_energy_ev": -12.756,
  "spin_multiplicity": 1,
  "orbital_gap_ev": 7.66,
  "total_charge": 2
}



DFT total energy: -4362.3262; -6518.7512; -4955.3161; -8883.9811 (hartree)